50
Properties=species:S:1:pos:R:3:forces:R:3 method="wB97M-V/def2-TZVPD" lumo_ev=2.69 largest_force_ev_per_a=2.111 gap_ev=9.2 charge=-1
O -1.7518 -1.2302 -0.9986 0.2 0.3 1.1
C -1.8525 0.0184 -0.4807 0.0 0.6 -2.0
C -0.4900 0.7558 -0.4915 -0.3 -0.2 1.7
C 0.4286 0.1089 0.5338 1.0 -0.8 -1.2
N -0.7008 2.1701 -0.0561 -0.5 -0.1 0.2
C -1.4290 2.3893 1.5111 0.2 0.9 -0.4
O -2.6149 2.2197 1.4651 0.0 -0.3 0.2
O -0.5539 2.7960 2.2530 0.1 -0.4 0.0
H -2.3599 0.0886 0.4801 0.3 -0.1 0.2
H -0.1007 0.7866 -1.5108 0.2 -0.2 0.1
H 1.3538 0.6829 0.6481 -0.3 0.2 0.4
H -0.0580 -0.1465 1.4729 0.0 0.4 0.1
H 0.7729 -0.8422 0.1069 -0.2 0.0 0.1
H 0.1589 2.6952 0.0497 0.4 -0.2 -0.3
H 2.9032 -1.0606 1.1478 -0.1 -0.2 -0.1
H 3.5809 0.0039 1.9530 0.1 0.3 -0.1
O 3.7530 -0.6168 1.2315 -0.2 -0.1 0.4
H 0.6198 -2.9959 -1.5153 -0.3 0.2 -0.2
H -0.4216 -1.8019 -1.4248 0.1 -0.5 -0.9
O 0.2683 -2.2685 -2.0549 0.1 0.0 1.1
H -1.2756 2.5932 -0.7763 -0.3 0.2 0.2
H -2.4571 0.7829 -2.2066 0.3 -0.4 -0.5
O -2.7199 0.8628 -1.2954 -0.6 0.3 0.6
H -1.8747 -1.6778 -2.8600 -0.3 0.3 -0.4
H -2.3603 -0.5992 -3.8360 0.0 -0.2 0.0
O -2.1627 -1.5402 -3.7902 0.1 0.0 0.1
H -3.7718 -2.4363 0.5979 0.3 0.1 0.0
H -2.2727 -2.0585 0.3570 -0.6 -0.3 -0.5
O -2.8894 -2.5732 0.9677 0.2 0.0 0.0
H -2.6538 -1.4091 2.1866 -0.4 0.8 0.4
H -3.0781 0.1183 2.5177 0.0 -0.1 -0.3
O -2.6528 -0.6748 2.8593 0.4 -0.4 0.3
H -1.3878 -3.8835 -0.0824 0.0 0.1 0.2
H -0.4734 -4.3061 1.0745 -0.2 -0.1 0.4
O -0.4648 -3.9320 0.1979 0.3 -0.1 -0.5
H 2.0119 -0.6533 -3.7336 -0.2 -0.2 0.5
H 1.3800 -1.1662 -2.3302 0.3 0.3 -1.1
O 1.9773 -0.4753 -2.7832 0.0 -0.1 0.3
H 3.2684 0.1429 -1.7522 0.4 0.6 -0.1
H 3.7556 0.2580 -0.3268 0.5 0.4 0.1
O 3.8661 0.7063 -1.1892 -0.6 -1.0 -0.2
H 2.9512 3.0983 1.3145 -0.4 0.0 0.0
H 1.8212 2.5682 2.2946 0.2 0.2 -0.4
O 2.7517 2.4832 2.0273 0.1 -0.4 0.4
H -0.2445 1.2871 3.8209 0.2 0.0 0.1
H -0.9670 -0.0156 3.7003 0.0 -0.2 0.2
O -0.1769 0.3706 4.1221 -0.3 0.1 -0.3
H 3.0217 2.0898 -1.4746 -0.3 0.0 0.2
H 3.0865 3.3848 -2.2549 -0.4 0.0 0.2
O 2.4856 2.9018 -1.6668 0.4 0.3 -0.2

12
Properties=species:S:1:pos:R:3:forces:R:3 method="wB97M-V/def2-TZVPD" lumo_ev=-4.70 largest_force_ev_per_a=0.433 gap_ev=10.0 charge=+1
C -0.7544 0.4685 -2.3766 0.4 0.0 0.0
N 0.4197 0.1425 -2.0259 -0.1 -0.3 0.0
H -0.9930 0.5170 -3.4285 -0.2 0.0 -0.1
H -1.4738 0.6992 -1.6053 -0.1 0.1 0.1
H 0.6329 0.0577 -1.0010 -0.2 -0.1 0.0
H 1.0937 -0.1658 -2.7181 0.1 0.2 0.0
C 0.4307 -0.4978 1.6390 -0.1 0.3 0.3
N -0.0256 -0.0068 2.7885 0.0 -0.4 -0.2
O 0.0720 -0.0854 0.5364 0.1 0.0 -0.1
H 1.1588 -1.3011 1.7694 0.2 0.0 -0.2
H -0.8142 0.6218 2.7743 0.1 0.1 0.1
H 0.2532 -0.4499 3.6478 -0.1 0.1 0.1

95
Properties=species:S:1:pos:R:3:forces:R:3 method="wB97M-V/def2-TZVPD" lumo_ev=3.02 largest_force_ev_per_a=1.521 gap_ev=4.1 charge=-2
Rb 0.7111 0.0400 0.5643 -1.4 -0.1 -0.6
C -0.3675 -2.7996 -1.5429 0.0 0.0 0.0
C -0.4725 -3.5605 -0.1963 0.0 -0.1 -0.1
N -0.7247 -2.7123 0.9566 0.3 0.1 0.3
C -2.0551 -2.7037 1.5287 -0.1 0.0 0.0
C -2.6723 -1.3047 1.7280 0.1 -0.1 0.1
N -2.4548 -0.3967 0.6317 -0.1 0.1 0.2
C -3.1925 -0.6353 -0.5964 0.0 0.0 -0.1
C -2.5576 -1.7060 -1.4908 0.0 0.0 0.0
N -1.1144 -1.5730 -1.5406 0.1 0.2 -0.2
H 0.6795 -2.5471 -1.7316 0.0 0.0 0.0
H -0.6674 -3.5104 -2.3395 0.1 0.0 0.0
H -1.2634 -4.3203 -0.2669 0.0 0.0 0.0
H 0.4653 -4.1028 -0.0430 0.0 0.0 0.0
H 0.0068 -2.7946 1.6444 0.0 -0.1 0.0
H -2.7092 -3.2839 0.8755 0.0 0.0 0.0
H -2.0814 -3.2133 2.5074 0.0 0.0 -0.1
H -3.7468 -1.4639 1.9555 0.0 0.0 0.0
H -2.2270 -0.8478 2.6189 0.0 0.0 -0.1
H -2.5987 0.5554 0.9355 0.0 0.0 0.0
H -4.2427 -0.9144 -0.3927 0.0 0.0 0.0
H -3.1947 0.2976 -1.1668 0.0 0.0 0.0
H -2.8143 -2.7080 -1.1339 0.0 0.0 0.0
H -3.0022 -1.6013 -2.4911 0.0 0.0 0.1
H -0.8640 -0.9562 -2.3178 0.0 0.0 0.0
S -0.8417 0.5465 -4.1795 0.1 -0.1 0.0
C -1.6604 2.0480 -3.9913 -0.1 -0.2 0.1
S -3.0007 2.2593 -2.9419 0.0 0.0 0.1
C -1.1755 3.1690 -4.7057 -0.1 0.0 0.0
C -1.7414 4.4578 -4.5792 -0.1 0.2 0.1
N -2.1332 5.5452 -4.5115 0.0 0.1 0.0
C -0.0420 3.1189 -5.5473 0.3 -0.1 0.0
N 0.8992 3.1524 -6.2196 0.1 0.0 -0.1
O -0.2648 1.1522 2.8672 -0.3 0.1 0.1
S 0.7497 0.4767 3.7232 0.1 0.1 0.4
C 1.2405 1.6702 5.0296 0.1 -0.2 0.0
C 0.2030 2.6748 5.4125 -0.1 0.0 0.0
C -0.2912 2.7277 6.7111 0.0 0.0 -0.1
C -1.2426 3.6679 7.0658 -0.1 0.0 0.0
C -1.7177 4.5611 6.1166 0.0 0.0 0.0
C -1.2198 4.5187 4.8226 0.0 0.0 0.0
C -0.2567 3.5879 4.4698 -0.1 0.0 -0.1
C -0.1418 -0.7982 4.6842 0.1 0.1 0.0
C -1.2405 -0.3611 5.6022 0.0 0.0 0.1
C -2.3073 0.4124 5.1421 0.1 0.0 0.0
C -3.3178 0.7846 6.0086 -0.1 0.0 0.2
C -3.2853 0.3903 7.3427 0.0 0.0 -0.1
C -2.2266 -0.3757 7.8081 -0.1 0.1 0.0
C -1.2108 -0.7459 6.9413 0.1 0.0 -0.1
H 2.1056 2.1605 4.5802 0.0 0.0 -0.1
H 1.5707 1.0763 5.8827 0.0 0.0 0.0
H 0.0614 2.0188 7.4466 0.0 -0.1 0.1
H -1.6221 3.6927 8.0788 0.0 0.0 0.0
H -2.4693 5.2919 6.3855 0.0 0.0 0.0
H -1.5778 5.2183 4.0802 0.0 0.0 0.0
H 0.1541 3.5759 3.4701 0.0 0.0 0.0
H 0.6335 -1.3444 5.2231 0.0 0.0 0.0
H -0.5214 -1.4549 3.8975 0.0 0.0 0.0
H -2.3187 0.7521 4.1152 0.0 0.0 0.0
H -4.1304 1.3975 5.6418 0.0 0.0 0.0
H -4.0808 0.6840 8.0155 0.0 0.0 0.0
H -2.1892 -0.6845 8.8456 0.0 0.0 0.0
H -0.3832 -1.3445 7.3063 0.0 0.0 0.0
S 2.5654 3.9008 2.3622 0.2 0.0 0.0
C 1.9789 3.8165 0.7613 0.0 -0.1 -0.1
N 1.0848 4.7213 0.3302 0.0 0.2 0.1
C 0.3274 4.6168 -0.9169 0.0 0.0 -0.1
C 0.3668 3.1811 -1.3940 0.2 0.1 -0.3
C 1.8054 2.7010 -1.4193 -0.1 0.1 -0.2
N 2.3843 2.8735 -0.0898 -0.2 0.4 0.3
H 0.8089 5.3913 1.0289 0.0 -0.1 -0.1
H 0.7410 5.2805 -1.6826 0.0 0.0 0.1
H -0.6975 4.9352 -0.7203 0.0 -0.1 -0.1
H -0.0926 3.0963 -2.3774 0.0 -0.1 0.1
H -0.1774 2.5632 -0.6934 -0.5 -0.2 0.1
H 2.3794 3.2569 -2.1689 0.0 0.0 0.1
H 1.8790 1.6412 -1.6721 0.0 0.2 -0.1
H 2.9052 2.0966 0.2969 0.2 0.0 -0.1
O 3.1619 0.3699 -0.0852 0.9 -0.1 -0.2
C 3.4586 -0.8376 0.0782 0.4 -0.4 0.1
O 2.8846 -1.6388 0.8500 0.1 -0.1 -0.1
C 4.6221 -1.3746 -0.7507 0.0 0.0 0.1
C 5.3426 -0.5205 -1.5729 -0.1 0.0 0.0
C 6.4203 -0.9703 -2.3379 0.0 -0.1 0.0
C 6.7302 -2.3030 -2.2378 -0.1 -0.1 0.0
O 7.7472 -2.9957 -2.8672 -0.1 0.2 0.1
C 7.5489 -4.3546 -2.5126 0.1 -0.3 -0.2
O 6.5553 -4.4331 -1.5062 0.0 0.1 0.1
C 6.0141 -3.1605 -1.4221 0.0 0.1 -0.1
C 4.9573 -2.7321 -0.6621 0.1 0.1 -0.1
H 5.0344 0.5138 -1.6160 0.0 0.0 0.0
H 6.9777 -0.3094 -2.9830 0.0 0.1 -0.1
H 8.4883 -4.7621 -2.1240 -0.1 0.0 -0.1
H 7.2165 -4.9145 -3.3994 0.0 0.0 0.1
H 4.3897 -3.3825 -0.0153 0.0 0.0 0.0

16
Properties=species:S:1:pos:R:3:forces:R:3 method="wB97M-V/def2-TZVPD" lumo_ev=0.65 largest_force_ev_per_a=3.447 gap_ev=9.7 charge=0
C -2.0338 1.1916 -2.3071 -0.7 0.7 -2.1
C 0.1996 -0.9665 -1.2649 1.0 1.4 2.3
C 0.2636 1.7134 0.0041 0.7 1.5 -3.0
C -0.7026 -0.4994 1.5123 -3.0 -1.5 1.0
O -3.1295 1.3968 -2.5731 0.5 -0.1 0.2
O -2.0501 0.6353 -0.4587 -1.0 -0.8 0.9
P -0.6647 0.2253 -0.1058 0.7 -1.3 0.5
H 1.3247 -0.8829 -1.0813 -1.5 -0.3 -0.2
H -0.0441 -0.4664 -2.1709 -0.1 -0.4 -1.3
H -0.1675 -1.9798 -1.0630 0.0 0.4 -0.6
H -0.0306 2.3267 0.8696 0.1 -0.1 -0.6
H -0.0810 2.1601 -1.0486 0.4 -0.3 2.4
H 1.3519 1.6701 -0.1812 -0.4 -0.2 0.8
H -1.1327 -1.6060 1.4984 1.4 2.2 0.0
H -1.5589 0.0710 2.0348 1.5 -0.7 -0.6
H 0.2191 -0.3480 2.0432 0.4 -0.4 0.4